# C103H220N12O12

12 unconnected molecules or ions with the total composition C103H220N12O12 at a distorted geometry (ωB97M-V with the def2-TZVPD basis set, OMol25).

Last columns: bonded neighbours and bond lengths (Å).
Cartesian coordinates (Å):
1 C 4.0427 -0.7332 -5.1855  C2 1.579, H12 1.090, H13 1.090, H14 1.090
2 C 3.8620 0.2594 -6.4007  C1 1.579, C3 1.566, C4 1.558, N10 1.455
3 C 3.5950 -0.5842 -7.6924  C2 1.566, H15 1.090, H16 1.090, H17 1.090
4 C 2.5101 1.0141 -6.2283  C2 1.558, C5 1.579, H18 1.090, H19 1.090
5 C 2.6271 2.2311 -5.2289  C4 1.579, C6 1.541, H20 1.090, H21 1.090
6 C 3.6405 3.2619 -5.7621  C5 1.541, C7 1.582, H22 1.090, H23 1.090
7 C 5.0456 2.5354 -5.7825  C6 1.582, C8 1.574, C9 1.545, N10 1.534
8 C 5.9489 3.5381 -6.5916  C7 1.574, H24 1.090, H25 1.090, H26 1.090
9 C 5.6532 2.3433 -4.3753  C7 1.545, H27 1.090, H28 1.090, H29 1.090
10 N 4.9016 1.2546 -6.6141  C2 1.455, C7 1.534, O11 1.396
11 O 6.1106 0.7248 -7.0680  N10 1.396, H30 0.960
12 H 4.7658 -1.4752 -5.5241  C1 1.090
13 H 4.3561 -0.3273 -4.2237  C1 1.090
14 H 3.1849 -1.3675 -4.9623  C1 1.090
15 H 3.5006 0.1591 -8.4840  C3 1.090
16 H 4.3417 -1.3433 -7.9252  C3 1.090
17 H 2.5950 -1.0147 -7.6399  C3 1.090
18 H 2.1901 1.4543 -7.1727  C4 1.090
19 H 1.7303 0.3865 -5.7968  C4 1.090
20 H 1.7105 2.8146 -5.1417  C5 1.090
21 H 2.8614 1.9220 -4.2102  C5 1.090
22 H 3.7302 4.1650 -5.1585  C6 1.090
23 H 3.4319 3.5411 -6.7949  C6 1.090
24 H 5.7312 3.5478 -7.6596  C8 1.090
25 H 6.9940 3.2491 -6.4804  C8 1.090
26 H 5.8727 4.5824 -6.2885  C8 1.090
27 H 5.7828 3.2978 -3.8651  C9 1.090
28 H 6.6604 1.9298 -4.4269  C9 1.090
29 H 5.0735 1.6964 -3.7169  C9 1.090
30 H 6.0336 0.9445 -7.9994  O11 0.960
31 C -1.6213 2.6157 -10.5563  C32 1.520, H42 1.090, H43 1.090, H44 1.090
32 C -2.6915 1.7826 -9.8693  C31 1.520, C33 1.648, C34 1.566, N40 1.522
33 C -4.0206 1.8773 -10.8393  C32 1.648, H45 1.090, H46 1.090, H47 1.090
34 C -2.2070 0.2932 -9.8438  C32 1.566, C35 1.479, H48 1.090, H49 1.090
35 C -1.2977 0.0265 -8.7087  C34 1.479, C36 1.514, H50 1.090, H51 1.090
36 C -1.9554 0.4032 -7.3976  C35 1.514, C37 1.551, H52 1.090, H53 1.090
37 C -2.3154 1.9084 -7.3017  C36 1.551, C38 1.609, C39 1.555, N40 1.505
38 C -3.3032 2.1050 -6.0471  C37 1.609, H54 1.090, H55 1.090, H56 1.090
39 C -1.0477 2.7869 -7.1057  C37 1.555, H57 1.090, H58 1.090, H59 1.090
40 N -3.1876 2.2021 -8.4924  C32 1.522, C37 1.505, O41 1.413
41 O -3.7556 3.4957 -8.4515  N40 1.413, H60 0.960
42 H -1.9156 3.6641 -10.6045  C31 1.090
43 H -0.6855 2.5812 -9.9983  C31 1.090
44 H -1.3835 2.2327 -11.5487  C31 1.090
45 H -4.7015 1.0819 -10.5361  C33 1.090
46 H -4.5346 2.8370 -10.7856  C33 1.090
47 H -3.8408 1.5782 -11.8719  C33 1.090
48 H -3.1162 -0.2929 -9.7101  C34 1.090
49 H -1.8823 0.0023 -10.8428  C34 1.090
50 H -0.9587 -1.0092 -8.6825  C35 1.090
51 H -0.3578 0.5754 -8.7679  C35 1.090
52 H -1.2388 0.1093 -6.6306  C36 1.090
53 H -2.8556 -0.1844 -7.2174  C36 1.090
54 H -3.7090 3.0909 -5.8204  C38 1.090
55 H -2.8614 1.7679 -5.1094  C38 1.090
56 H -4.1312 1.4178 -6.2213  C38 1.090
57 H -0.1760 2.2617 -7.4962  C39 1.090
58 H -0.8216 2.9980 -6.0605  C39 1.090
59 H -1.2289 3.7837 -7.5076  C39 1.090
60 H -4.6688 3.2868 -8.2415  O41 0.960
61 C -0.6585 -4.4614 1.3989  C62 1.591, H72 1.090, H73 1.090, H74 1.090
62 C -0.6955 -4.5055 2.9892  C61 1.591, C63 1.598, C64 1.563, N70 1.514
63 C -2.0754 -3.9450 3.5695  C62 1.598, H75 1.090, H76 1.090, H77 1.090
64 C -0.4996 -6.0265 3.2930  C62 1.563, C65 1.485, H78 1.090, H79 1.090
65 C -0.1338 -6.2521 4.7146  C64 1.485, C66 1.520, H80 1.090, H81 1.090
66 C 1.0980 -5.4622 5.1253  C65 1.520, C67 1.548, H82 1.090, H83 1.090
67 C 0.9694 -3.9324 4.9299  C66 1.548, C68 1.550, C69 1.530, N70 1.492
68 C 0.0371 -3.3061 5.9981  C67 1.550, H84 1.090, H85 1.090, H86 1.090
69 C 2.3882 -3.4000 5.1417  C67 1.530, H87 1.090, H88 1.090, H89 1.090
70 N 0.4608 -3.7022 3.5459  C62 1.514, C67 1.492, O71 1.373
71 O 0.3823 -2.3473 3.3399  N70 1.373, H90 0.960
72 H 0.1713 -5.0706 1.0404  C61 1.090
73 H -1.6111 -4.7960 0.9882  C61 1.090
74 H -0.6489 -3.4319 1.0410  C61 1.090
75 H -2.8904 -4.2659 2.9208  C63 1.090
76 H -2.3439 -4.3148 4.5591  C63 1.090
77 H -2.1051 -2.8556 3.5520  C63 1.090
78 H -1.4211 -6.5587 3.0568  C64 1.090
79 H 0.3022 -6.4483 2.6869  C64 1.090
80 H -0.9194 -6.0024 5.4278  C65 1.090
81 H 0.0960 -7.2984 4.9160  C65 1.090
82 H 1.8918 -5.8783 4.5050  C66 1.090
83 H 1.4381 -5.7649 6.1157  C66 1.090
84 H 0.1153 -2.2189 5.9960  C68 1.090
85 H 0.4680 -3.6026 6.9544  C68 1.090
86 H -1.0152 -3.5807 5.9256  C68 1.090
87 H 3.0897 -3.8188 4.4202  C69 1.090
88 H 2.8230 -3.6053 6.1199  C69 1.090
89 H 2.4703 -2.3237 4.9905  C69 1.090
90 H -0.3409 -2.0662 3.9053  O71 0.960
91 C 8.1997 5.9778 0.8797  C92 1.564, H102 1.090, H103 1.090, H104 1.090
92 C 7.4754 4.8013 1.6130  C91 1.564, C93 1.561, C94 1.531, N100 1.474
93 C 8.4472 3.5797 1.6001  C92 1.561, H105 1.090, H106 1.090, H107 1.090
94 C 7.2797 5.1634 3.0877  C92 1.531, C95 1.520, H108 1.090, H109 1.090
95 C 6.0691 6.0328 3.3840  C94 1.520, C96 1.539, H110 1.090, H111 1.090
96 C 4.8080 5.3726 2.7981  C95 1.539, C97 1.576, H112 1.090, H113 1.090
97 C 4.9442 4.9819 1.2772  C96 1.576, C98 1.569, C99 1.606, N100 1.460
98 C 3.7604 3.9708 1.0825  C97 1.569, H114 1.090, H115 1.090, H116 1.090
99 C 4.6561 6.3463 0.4803  C97 1.606, H117 1.090, H118 1.090, H119 1.090
100 N 6.2185 4.3217 1.0101  C92 1.474, C97 1.460, O101 1.391
101 O 6.3020 3.8691 -0.3029  N100 1.391, H120 0.960
102 H 7.3964 6.7130 0.9286  C91 1.090
103 H 9.0652 6.3754 1.4096  C91 1.090
104 H 8.3999 5.7218 -0.1607  C91 1.090
105 H 8.0956 2.8007 2.2766  C93 1.090
106 H 8.7024 3.1768 0.6200  C93 1.090
107 H 9.4567 3.8967 1.8619  C93 1.090
108 H 7.1462 4.2786 3.7101  C94 1.090
109 H 8.0910 5.7715 3.4879  C94 1.090
110 H 5.9141 6.1511 4.4564  C95 1.090
111 H 6.2393 7.0383 2.9991  C95 1.090
112 H 4.0399 6.1237 2.9829  C96 1.090
113 H 4.6618 4.4918 3.4233  C96 1.090
114 H 3.7013 3.5872 0.0639  C98 1.090
115 H 2.8624 4.4842 1.4262  C98 1.090
116 H 3.9094 3.1174 1.7440  C98 1.090
117 H 4.8722 6.3621 -0.5879  C99 1.090
118 H 5.3329 7.0888 0.9030  C99 1.090
119 H 3.6334 6.7223 0.5121  C99 1.090
120 H 6.0050 2.9590 -0.2313  O101 0.960
121 C -1.4952 -2.3048 11.1653  C122 1.582, H132 1.090, H133 1.090, H134 1.090
122 C -2.4870 -2.5523 9.9577  C121 1.582, C123 1.532, C124 1.526, N130 1.490
123 C -2.4382 -3.9908 9.4347  C122 1.532, H135 1.090, H136 1.090, H137 1.090
124 C -3.9086 -2.3865 10.4877  C122 1.526, C125 1.480, H138 1.090, H139 1.090
125 C -4.9640 -2.2256 9.4624  C124 1.480, C126 1.517, H140 1.090, H141 1.090
126 C -4.7203 -1.0016 8.5994  C125 1.517, C127 1.599, H142 1.090, H143 1.090
127 C -3.2374 -0.9711 8.0016  C126 1.599, C128 1.545, C129 1.531, N130 1.479
128 C -3.1676 -1.6307 6.6061  C127 1.545, H144 1.090, H145 1.090, H146 1.090
129 C -2.9966 0.5240 7.7742  C127 1.531, H147 1.090, H148 1.090, H149 1.090
130 N -2.2276 -1.4810 8.9546  C122 1.490, C127 1.479, O131 1.328
131 O -0.9646 -1.4773 8.5428  N130 1.328, H150 0.960
132 H -0.4258 -2.3613 10.9623  C121 1.090
133 H -1.6374 -1.3413 11.6548  C121 1.090
134 H -1.8371 -3.0416 11.8922  C121 1.090
135 H -1.5216 -4.1893 8.8791  C123 1.090
136 H -2.5873 -4.6757 10.2694  C123 1.090
137 H -3.2576 -4.2096 8.7500  C123 1.090
138 H -4.1120 -3.2464 11.1259  C124 1.090
139 H -3.8215 -1.5170 11.1392  C124 1.090
140 H -4.9994 -3.1574 8.8980  C125 1.090
141 H -5.9109 -2.1608 9.9984  C125 1.090
142 H -4.8938 -0.1627 9.2733  C126 1.090
143 H -5.4422 -1.1735 7.8010  C126 1.090
144 H -4.0963 -1.4705 6.0584  C128 1.090
145 H -2.8259 -2.6655 6.6324  C128 1.090
146 H -2.3945 -1.1016 6.0490  C128 1.090
147 H -2.9095 0.9167 8.7873  C129 1.090
148 H -3.6761 1.1737 7.2226  C129 1.090
149 H -2.0100 0.6700 7.3346  C129 1.090
150 H -0.6505 -0.6407 8.8936  O131 0.960
151 C 6.3505 -0.2204 -1.2844  C152 1.558, H162 1.090, H163 1.090, H164 1.090
152 C 6.0881 -0.7243 0.1661  C151 1.558, C153 1.548, C154 1.580, N160 1.510
153 C 7.4267 -0.9422 0.9132  C152 1.548, H165 1.090, H166 1.090, H167 1.090
154 C 5.3409 0.4238 0.9541  C152 1.580, C155 1.539, H168 1.090, H169 1.090
155 C 4.4998 0.0794 2.1963  C154 1.539, C156 1.538, H170 1.090, H171 1.090
156 C 3.6215 -1.1506 1.9130  C155 1.538, C157 1.566, H172 1.090, H173 1.090
157 C 4.3577 -2.4013 1.3246  C156 1.566, C158 1.523, C159 1.605, N160 1.486
158 C 5.1120 -3.1543 2.4127  C157 1.523, H174 1.090, H175 1.090, H176 1.090
159 C 3.2327 -3.3334 0.6611  C157 1.605, H177 1.090, H178 1.090, H179 1.090
160 N 5.1853 -1.9344 0.1818  C152 1.510, C157 1.486, O161 1.341
161 O 5.6485 -2.9281 -0.5910  N160 1.341, H180 0.960
162 H 6.8037 0.7596 -1.4335  C151 1.090
163 H 6.8943 -0.9566 -1.8763  C151 1.090
164 H 5.3915 -0.2842 -1.7987  C151 1.090
165 H 8.2459 -0.2329 0.7961  C153 1.090
166 H 7.3004 -1.1667 1.9724  C153 1.090
167 H 7.9135 -1.8771 0.6358  C153 1.090
168 H 6.0272 1.1915 1.3113  C154 1.090
169 H 4.9095 1.0519 0.1747  C154 1.090
170 H 5.0502 -0.0807 3.1234  C155 1.090
171 H 3.8333 0.9295 2.3424  C155 1.090
172 H 2.8189 -0.8022 1.2629  C156 1.090
173 H 3.1719 -1.4106 2.8713  C156 1.090
174 H 6.1724 -3.3055 2.2108  C158 1.090
175 H 4.6717 -4.1122 2.6895  C158 1.090
176 H 5.1597 -2.6678 3.3870  C158 1.090
177 H 2.6047 -2.8437 -0.0832  C159 1.090
178 H 2.4863 -3.5427 1.4274  C159 1.090
179 H 3.5897 -4.2568 0.2052  C159 1.090
180 H 4.9326 -3.1661 -1.1846  O161 0.960
181 C -4.9757 0.6111 4.4259  C182 1.528, H192 1.090, H193 1.090, H194 1.090
182 C -5.9931 -0.0006 3.4644  C181 1.528, C183 1.568, C184 1.534, N190 1.516
183 C -5.9748 -1.5421 3.7500  C182 1.568, H195 1.090, H196 1.090, H197 1.090
184 C -7.3609 0.5720 3.8555  C182 1.534, C185 1.530, H198 1.090, H199 1.090
185 C -7.5661 1.9889 3.3164  C184 1.530, C186 1.591, H200 1.090, H201 1.090
186 C -7.4377 1.9636 1.7310  C185 1.591, C187 1.606, H202 1.090, H203 1.090
187 C -5.9794 1.5060 1.2394  C186 1.606, C188 1.550, C189 1.573, N190 1.493
188 C -6.1414 1.3118 -0.2896  C187 1.550, H204 1.090, H205 1.090, H206 1.090
189 C -4.8634 2.5505 1.6093  C187 1.573, H207 1.090, H208 1.090, H209 1.090
190 N -5.7362 0.2386 1.9894  C182 1.516, C187 1.493, O191 1.336
191 O -4.5881 -0.3003 1.5708  N190 1.336, H210 0.960
192 H -4.0497 0.0539 4.2834  C181 1.090
193 H -4.7944 1.6735 4.2633  C181 1.090
194 H -5.1342 0.4901 5.4976  C181 1.090
195 H -6.0535 -1.7890 4.8088  C183 1.090
196 H -6.7624 -2.0255 3.1719  C183 1.090
197 H -4.9961 -1.9412 3.4839  C183 1.090
198 H -8.1438 0.0144 3.3414  C184 1.090
199 H -7.5252 0.4906 4.9299  C184 1.090
200 H -8.5289 2.3568 3.6709  C185 1.090
201 H -6.7701 2.6349 3.6867  C185 1.090
202 H -7.7741 2.8670 1.2223  C186 1.090
203 H -8.1573 1.2352 1.3575  C186 1.090
204 H -6.5227 2.2002 -0.7932  C188 1.090
205 H -6.9123 0.5504 -0.4084  C188 1.090
206 H -5.1995 0.9686 -0.7175  C188 1.090
207 H -5.0436 3.0238 2.5745  C189 1.090
208 H -4.9541 3.3747 0.9018  C189 1.090
209 H -3.8313 2.1999 1.6089  C189 1.090
210 H -4.8966 -0.9190 0.9047  O191 0.960
211 C 1.4293 3.4168 4.1261  C212 1.504, H222 1.090, H223 1.090, H224 1.090
212 C 0.5106 2.5565 4.9503  C211 1.504, C213 1.563, C214 1.596, N220 1.448
213 C 0.8293 1.0675 4.5969  C212 1.563, H225 1.090, H226 1.090, H227 1.090
214 C 0.8881 2.7356 6.4910  C212 1.596, C215 1.519, H228 1.090, H229 1.090
215 C 0.1809 3.8951 7.1707  C214 1.519, C216 1.541, H230 1.090, H231 1.090
216 C -1.2900 4.0067 6.7264  C215 1.541, C217 1.534, H232 1.090, H233 1.090
217 C -1.5895 3.9773 5.2226  C216 1.534, C218 1.552, C219 1.516, N220 1.456
218 C -3.1266 3.8146 5.0872  C217 1.552, H234 1.090, H235 1.090, H236 1.090
219 C -1.1130 5.2666 4.5824  C217 1.516, H237 1.090, H238 1.090, H239 1.090
220 N -0.8760 2.8448 4.6488  C212 1.448, C217 1.456, O221 1.368
221 O -1.2468 2.3626 3.4238  N220 1.368, H240 0.960
222 H 1.1902 4.4785 4.0657  C211 1.090
223 H 1.4314 3.1565 3.0676  C211 1.090
224 H 2.4614 3.2497 4.4344  C211 1.090
225 H 1.8831 0.8623 4.7855  C213 1.090
226 H 0.5568 0.8263 3.5695  C213 1.090
227 H 0.2863 0.3100 5.1621  C213 1.090
228 H 0.7001 1.8369 7.0786  C214 1.090
229 H 1.8828 3.1708 6.5866  C214 1.090
230 H 0.6942 4.8304 6.9477  C215 1.090
231 H 0.2975 3.6938 8.2356  C215 1.090
232 H -1.7494 4.8754 7.1980  C216 1.090
233 H -1.7958 3.2186 7.2842  C216 1.090
234 H -3.4598 2.9168 5.6078  C218 1.090
235 H -3.7181 4.6550 5.4503  C218 1.090
236 H -3.4186 3.7851 4.0374  C218 1.090
237 H -0.4665 5.9126 5.1765  C219 1.090
238 H -0.9308 5.1891 3.5106  C219 1.090
239 H -2.0109 5.8741 4.4693  C219 1.090
240 H -1.7929 1.6236 3.7016  O221 0.960
241 C 0.2152 -5.7214 -2.6159  C242 1.590, H252 1.090, H253 1.090, H254 1.090
242 C 0.9056 -5.4261 -4.0175  C241 1.590, C243 1.565, C244 1.550, N250 1.488
243 C -0.0280 -4.4032 -4.7465  C242 1.565, H255 1.090, H256 1.090, H257 1.090
244 C 2.2360 -4.6576 -3.8140  C242 1.550, C245 1.520, H258 1.090, H259 1.090
245 C 3.3867 -5.5696 -3.4203  C244 1.520, C246 1.482, H260 1.090, H261 1.090
246 C 3.5653 -6.6527 -4.4154  C245 1.482, C247 1.557, H262 1.090, H263 1.090
247 C 2.2874 -7.5113 -4.6453  C246 1.557, C248 1.551, C249 1.569, N250 1.500
248 C 2.3677 -8.3191 -5.9664  C247 1.551, H264 1.090, H265 1.090, H266 1.090
249 C 2.0439 -8.5766 -3.5195  C247 1.569, H267 1.090, H268 1.090, H269 1.090
250 N 1.1162 -6.6089 -4.8962  C242 1.488, C247 1.500, O251 1.398
251 O -0.1419 -7.1923 -5.0766  N250 1.398, H270 0.960
252 H 0.7653 -6.2926 -1.8680  C241 1.090
253 H -0.1112 -4.8281 -2.0834  C241 1.090
254 H -0.7678 -6.1716 -2.7541  C241 1.090
255 H -1.0368 -4.8142 -4.7075  C243 1.090
256 H -0.0996 -3.4656 -4.1953  C243 1.090
257 H 0.2878 -4.2775 -5.7822  C243 1.090
258 H 2.4868 -4.0399 -4.6763  C244 1.090
259 H 2.0740 -3.8910 -3.0563  C244 1.090
260 H 4.3184 -5.0203 -3.2848  C245 1.090
261 H 3.1432 -6.0092 -2.4531  C245 1.090
262 H 4.4201 -7.2015 -4.0204  C246 1.090
263 H 4.0453 -6.2587 -5.3112  C246 1.090
264 H 3.0640 -9.1540 -6.0454  C248 1.090
265 H 2.5575 -7.7116 -6.8513  C248 1.090
266 H 1.4643 -8.9090 -6.1210  C248 1.090
267 H 1.7388 -8.1480 -2.5648  C249 1.090
268 H 3.0176 -9.0320 -3.3389  C249 1.090
269 H 1.3383 -9.3791 -3.7344  C249 1.090
270 H -0.4117 -6.9192 -5.9564  O251 0.960
271 C -3.6062 -1.0432 -3.4922  C272 1.546, H282 1.090, H283 1.090, H284 1.090
272 C -4.6044 -2.2219 -3.4342  C271 1.546, C273 1.560, C274 1.555, N280 1.473
273 C -6.0763 -1.7762 -3.6928  C272 1.560, H285 1.090, H286 1.090, H287 1.090
274 C -4.2087 -3.1699 -4.6015  C272 1.555, C275 1.495, H288 1.090, H289 1.090
275 C -4.7080 -4.5697 -4.4423  C274 1.495, C276 1.578, H290 1.090, H291 1.090
276 C -4.0365 -5.1649 -3.1445  C275 1.578, C277 1.558, H292 1.090, H293 1.090
277 C -4.4789 -4.3555 -1.8886  C276 1.558, C278 1.623, C279 1.521, N280 1.467
278 C -6.0020 -4.6801 -1.4312  C277 1.623, H294 1.090, H295 1.090, H296 1.090
279 C -3.5864 -4.8193 -0.7476  C277 1.521, H297 1.090, H298 1.090, H299 1.090
280 N -4.3528 -2.9203 -2.1623  C272 1.473, C277 1.467, O281 1.375
281 O -4.5549 -2.0672 -1.1024  N280 1.375, H300 0.960
282 H -4.0114 -0.1960 -2.9389  C271 1.090
283 H -2.6530 -1.4510 -3.1557  C271 1.090
284 H -3.4950 -0.7400 -4.5333  C271 1.090
285 H -6.3757 -1.0900 -2.9006  C273 1.090
286 H -5.9607 -1.1910 -4.6051  C273 1.090
287 H -6.7892 -2.5998 -3.7315  C273 1.090
288 H -4.5553 -2.7082 -5.5260  C274 1.090
289 H -3.1251 -3.1587 -4.7190  C274 1.090
290 H -5.7876 -4.5991 -4.2956  C275 1.090
291 H -4.2826 -5.1620 -5.2524  C275 1.090
292 H -2.9771 -5.1485 -3.4002  C276 1.090
293 H -4.3618 -6.2051 -3.1308  C276 1.090
294 H -6.2537 -5.7390 -1.4892  C278 1.090
295 H -6.7615 -4.0982 -1.9535  C278 1.090
296 H -6.1949 -4.4180 -0.3909  C278 1.090
297 H -3.7119 -5.8184 -0.3305  C279 1.090
298 H -3.8694 -4.2289 0.1239  C279 1.090
299 H -2.5599 -4.5269 -0.9687  C279 1.090
300 H -3.6488 -1.8149 -0.9107  O281 0.960
301 C 1.8175 5.4417 -1.7942  C302 1.538, H312 1.090, H313 1.090, H314 1.090
302 C 0.4409 4.9371 -1.3289  C301 1.538, C303 1.521, C304 1.537, N310 1.423
303 C 0.4488 3.4259 -1.1569  C302 1.521, H315 1.090, H316 1.090, H317 1.090
304 C 0.2026 5.6801 -0.0047  C302 1.537, C305 1.500, H318 1.090, H319 1.090
305 C -1.2136 5.6356 0.4863  C304 1.500, C306 1.595, H320 1.090, H321 1.090
306 C -2.1448 6.1193 -0.7150  C305 1.595, C307 1.521, H322 1.090, H323 1.090
307 C -1.9719 5.3134 -1.9929  C306 1.521, C308 1.558, C309 1.553, N310 1.498
308 C -2.5625 3.8783 -1.8512  C307 1.558, H324 1.090, H325 1.090, H326 1.090
309 C -2.8190 6.0817 -3.0434  C307 1.553, H327 1.090, H328 1.090, H329 1.090
310 N -0.5092 5.3265 -2.3139  C302 1.423, C307 1.498, O311 1.436
311 O -0.1950 4.8886 -3.6446  N310 1.436, H330 0.960
312 H 2.0563 4.8806 -2.6977  C301 1.090
313 H 1.6603 6.4793 -2.0892  C301 1.090
314 H 2.7186 5.2058 -1.2283  C301 1.090
315 H 0.2345 2.7743 -2.0040  C303 1.090
316 H 1.3573 3.0693 -0.6714  C303 1.090
317 H -0.2490 3.1762 -0.3576  C303 1.090
318 H 0.8381 5.1978 0.7380  C304 1.090
319 H 0.5106 6.7182 -0.1296  C304 1.090
320 H -1.4977 4.6478 0.8492  C305 1.090
321 H -1.2623 6.2585 1.3794  C305 1.090
322 H -1.8677 7.1654 -0.8451  C306 1.090
323 H -3.2133 6.0757 -0.5039  C306 1.090
324 H -2.1128 3.1737 -2.5508  C308 1.090
325 H -3.6458 3.7582 -1.8370  C308 1.090
326 H -2.2386 3.5111 -0.8774  C308 1.090
327 H -2.9326 5.4214 -3.9032  C309 1.090
328 H -2.3022 6.9861 -3.3645  C309 1.090
329 H -3.8339 6.3329 -2.7352  C309 1.090
330 H -0.1500 5.7060 -4.1461  O311 0.960
331 C 2.4471 0.3406 -1.8576  O332 1.409, H337 1.090, H338 1.090, H339 1.090
332 O 1.2281 0.6245 -1.2107  C331 1.409, C333 1.469
333 C 0.4778 -0.5694 -0.8000  O332 1.469, C334 1.511, H340 1.090, H341 1.090
334 C -0.9553 -0.3509 -0.3730  C333 1.511, C335 1.563, N336 1.436, H342 1.090
335 C -1.1022 0.3011 1.0399  C334 1.563, H343 1.090, H344 1.090, H345 1.090
336 N -1.8493 -1.4743 -0.3659  C334 1.436, H346 1.010, H347 1.010
337 H 2.2139 -0.0882 -2.8322  C331 1.090
338 H 3.0257 -0.3119 -1.2037  C331 1.090
339 H 3.0894 1.2133 -1.9755  C331 1.090
340 H 0.5694 -1.3050 -1.5991  C333 1.090
341 H 1.1135 -0.9460 0.0013  C333 1.090
342 H -1.3478 0.3064 -1.1488  C334 1.090
343 H -0.6375 -0.2792 1.8371  C335 1.090
344 H -2.1194 0.5755 1.3191  C335 1.090
345 H -0.5247 1.2255 1.0531  C335 1.090
346 H -1.3264 -2.3295 -0.4899  N336 1.010
347 H -2.2604 -1.5335 0.5547  N336 1.010

The value obtained for the LUMO energy is 0.448 eV. The structure (SMILES) is CC1(C)CCCC(C)(C)N1O.CC1(C)CCCC(C)(C)N1O.CC1(C)CCCC(C)(C)N1O.CC1(C)CCCC(C)(C)N1O.CC1(C)CCCC(C)(C)N1O.CC1(C)CCCC(C)(C)N1O.CC1(C)CCCC(C)(C)N1O.CC1(C)CCCC(C)(C)N1O.CC1(C)CCCC(C)(C)N1O.CC1(C)CCCC(C)(C)N1O.CC1(C)CCCC(C)(C)N1O.COC[C@H](C)N. The value obtained for the relative energy (zero: lowest compared OMol25 entry of this formula, charge and spin) is 514.4 kJ/mol. Its gap between HOMO and LUMO is 8.16 eV. As for the HOMO energy: -0.2834 hartree. The calculation puts the total energy at -152811.265 eV.